Entry i
A 2-piece molecular cluster, C7H11N overall. Source: the Open Molecules 2025 dataset; level of theory: ωB97M-V/def2-TZVPD.

The geometry in XYZ format:
```
19
Properties=species:S:1:pos:R:3
C -0.496 1.575 -1.460
C -0.599 2.028 -0.120
C 0.312 1.501 0.757
C 1.264 0.605 0.397
C 1.203 -0.011 -0.806
C 0.335 0.457 -1.791
C -0.404 -2.187 1.234
H -0.966 2.266 -2.291
H -1.192 2.813 0.191
H 0.235 1.888 1.709
H 2.026 0.086 0.973
H 2.177 -0.623 -0.995
H 0.292 0.067 -2.772
H -0.818 -0.247 0.848
H -1.556 -1.282 -0.346
H -0.892 -3.190 1.601
H 0.057 -2.679 0.268
H 0.415 -1.826 1.859
N -1.393 -1.240 0.745
```

Results
structure (SMILES)	c1ccccc1.CN
LUMO	0.885	eV
2S+1	1

Partial charges, Löwdin, in e: atom 1 (C): -0.06, atom 2 (C): -0.08, atom 3 (C): -0.14, atom 4 (C): -0.15, atom 5 (C): -0.14, atom 6 (C): -0.08, atom 7 (C): -0.26, atom 8 (H): 0.14, atom 9 (H): 0.08, atom 10 (H): 0.09, atom 11 (H): 0.11, atom 12 (H): 0.15, atom 13 (H): 0.08, atom 14 (H): 0.07, atom 15 (H): 0.10, atom 16 (H): 0.08, atom 17 (H): 0.08, atom 18 (H): 0.05, atom 19 (N): -0.12

Entry ii
A 2-piece molecular cluster, C7H11N overall. Source: the Open Molecules 2025 dataset; level of theory: ωB97M-V/def2-TZVPD.

The geometry in XYZ format:
```
19
Properties=species:S:1:pos:R:3
C -2.258 -0.442 0.493
C 1.465 0.930 -1.818
C -0.073 0.978 -1.584
C -1.451 -1.447 0.559
C 0.830 0.784 -0.472
C 0.959 -0.557 1.650
C 1.001 -0.487 0.309
N -1.968 -0.789 1.817
H -2.949 0.333 0.199
H 1.843 0.110 -2.314
H 1.885 1.888 -2.297
H -0.697 1.803 -1.642
H -0.584 0.128 -1.847
H -0.672 -2.167 0.326
H 0.941 1.660 0.193
H 0.954 0.334 2.188
H 0.966 -1.541 2.251
H -1.275 -0.237 2.382
H 1.082 -1.281 -0.392
```

Results
structure (SMILES)	C=CC1CC1.C1=CN1
LUMO	1.105	eV
2S+1	1

Partial charges, Löwdin, in e: atom 1 (C): -0.14, atom 2 (C): -0.08, atom 3 (C): -0.12, atom 4 (C): -0.07, atom 5 (C): -0.34, atom 6 (C): -0.03, atom 7 (C): -0.17, atom 8 (N): -0.04, atom 9 (H): 0.11, atom 10 (H): 0.06, atom 11 (H): 0.13, atom 12 (H): 0.08, atom 13 (H): 0.07, atom 14 (H): 0.10, atom 15 (H): 0.15, atom 16 (H): 0.04, atom 17 (H): 0.11, atom 18 (H): 0.06, atom 19 (H): 0.09

Which one sits at the top of the stability order? entry i does.

Entry i
One molecule with the formula C7H11N. Source: the Open Molecules 2025 dataset; level of theory: ωB97M-V/def2-TZVPD.

The geometry in XYZ format:
```
19
Properties=species:S:1:pos:R:3
C -1.866 0.407 -0.017
C -0.768 0.009 0.156
C 1.368 0.975 -0.603
C -3.317 0.693 -0.044
C 0.930 -1.524 -0.805
C 1.284 -0.569 1.387
C 0.722 -0.272 0.020
N 2.129 1.721 0.023
H 0.883 1.256 -1.689
H -3.706 0.749 0.858
H -3.423 1.611 -0.722
H -3.881 -0.147 -0.341
H 0.410 -1.469 -1.756
H 0.570 -2.394 -0.345
H 1.954 -1.734 -1.057
H 2.342 -0.560 1.425
H 1.105 -1.594 1.838
H 0.956 0.147 2.143
H 2.308 2.696 -0.470
```

Results
structure (SMILES)	[H]/N=C/C(C)(C)C#CC
LUMO	0.848	eV
2S+1	1

Partial charges, Löwdin, in e: atom 1 (C): -0.05, atom 2 (C): 0.02, atom 3 (C): -0.24, atom 4 (C): -0.08, atom 5 (C): -0.06, atom 6 (C): -0.09, atom 7 (C): -0.54, atom 8 (N): 0.09, atom 9 (H): 0.16, atom 10 (H): 0.01, atom 11 (H): 0.12, atom 12 (H): 0.06, atom 13 (H): 0.08, atom 14 (H): 0.07, atom 15 (H): 0.09, atom 16 (H): 0.06, atom 17 (H): 0.11, atom 18 (H): 0.09, atom 19 (H): 0.11

Entry ii
A 2-piece molecular cluster, C7H11N overall. Source: the Open Molecules 2025 dataset; level of theory: ωB97M-V/def2-TZVPD.

The geometry in XYZ format:
```
19
Properties=species:S:1:pos:R:3
C 2.498 0.001 -0.446
C 3.560 0.584 -0.487
C -1.433 1.434 0.177
C 1.251 -0.585 -0.313
C -1.648 0.237 -0.285
C 0.985 -1.419 0.901
C -2.612 -0.724 -0.788
N -0.190 2.036 0.332
H 0.574 1.369 0.194
H 4.529 0.974 -0.569
H -2.256 2.101 0.453
H 0.664 -0.751 -1.199
H 1.360 -0.927 1.799
H 1.502 -2.383 0.817
H -0.076 -1.617 1.025
H -3.633 -0.330 -0.710
H -2.565 -1.656 -0.221
H -2.423 -0.949 -1.840
H -0.086 2.605 1.160
```

Results
LUMO (spin up / spin down)	0.395 / -0.424	eV
2S+1	1

Partial charges, Löwdin, in e: atom 1 (C): -0.18, atom 2 (C): 0.14, atom 3 (C): -0.27, atom 4 (C): -0.19, atom 5 (C): -0.08, atom 6 (C): -0.10, atom 7 (C): -0.13, atom 8 (N): 0.04, atom 9 (H): 0.03, atom 10 (H): 0.02, atom 11 (H): 0.11, atom 12 (H): 0.09, atom 13 (H): 0.08, atom 14 (H): 0.08, atom 15 (H): 0.06, atom 16 (H): 0.08, atom 17 (H): 0.07, atom 18 (H): 0.07, atom 19 (H): 0.08

Entry iii
One molecule with the formula C7H11N. Source: the Open Molecules 2025 dataset; level of theory: ωB97M-V/def2-TZVPD.

The geometry in XYZ format:
```
19
Properties=species:S:1:pos:R:3
C 1.009 -1.282 0.302
C 1.653 -0.032 -0.033
C 2.924 0.141 -0.464
C 0.493 0.903 0.277
C -0.819 -0.057 0.106
C -1.904 0.259 1.147
C -1.413 -0.147 -1.326
N -0.236 -1.387 0.432
H 1.703 -2.097 0.369
H 3.289 1.170 -0.696
H 3.561 -0.716 -0.751
H 0.593 1.160 1.375
H 0.477 1.888 -0.274
H -2.464 -0.662 1.363
H -2.615 1.125 0.862
H -1.409 0.371 2.111
H -2.491 -0.080 -1.059
H -1.213 -1.150 -1.733
H -1.138 0.594 -2.007
```

Results
structure (SMILES)	C=C1C=NC(C)(C)C1
LUMO	0.703	eV
2S+1	1

Partial charges, Löwdin, in e: atom 1 (C): -0.17, atom 2 (C): -0.30, atom 3 (C): 0.07, atom 4 (C): -0.07, atom 5 (C): -0.53, atom 6 (C): -0.07, atom 7 (C): -0.02, atom 8 (N): 0.12, atom 9 (H): 0.11, atom 10 (H): 0.07, atom 11 (H): 0.07, atom 12 (H): 0.13, atom 13 (H): 0.12, atom 14 (H): 0.08, atom 15 (H): 0.11, atom 16 (H): 0.07, atom 17 (H): 0.08, atom 18 (H): 0.09, atom 19 (H): 0.05

Entry iv
C7H11N as an isolated structure. Source: the Open Molecules 2025 dataset; level of theory: ωB97M-V/def2-TZVPD.

The geometry in XYZ format:
```
19
Properties=species:S:1:pos:R:3
C 0.668 -1.693 -1.124
C 0.422 -0.328 -0.412
C -0.754 0.452 -1.197
C -0.861 1.000 0.212
C 0.505 1.774 0.370
C 1.351 0.822 0.031
C -0.581 -0.417 0.666
H 1.611 -1.390 -1.694
H 0.696 -2.766 -0.268
H -0.461 -1.863 -1.820
H -1.714 -0.107 -1.256
H -0.535 0.991 -2.242
H -1.752 1.493 0.197
H 0.435 2.707 0.828
H 2.443 0.910 -0.311
H -1.439 -1.070 0.515
H 0.022 -1.002 3.072
H 0.255 0.698 2.251
N -0.309 -0.210 2.182
```

Results
LUMO	0.989	eV
2S+1	1

Partial charges, Löwdin, in e: atom 1 (C): -0.07, atom 2 (C): -0.48, atom 3 (C): -0.11, atom 4 (C): -0.27, atom 5 (C): -0.03, atom 6 (C): -0.03, atom 7 (C): -0.31, atom 8 (H): 0.06, atom 9 (H): 0.16, atom 10 (H): 0.15, atom 11 (H): 0.10, atom 12 (H): 0.16, atom 13 (H): 0.10, atom 14 (H): 0.09, atom 15 (H): 0.13, atom 16 (H): 0.14, atom 17 (H): 0.17, atom 18 (H): 0.05, atom 19 (N): -0.03

Which one sits at the top of the stability order? entry iii does.

Entry i
One molecule with the formula C7H11N. Source: the Open Molecules 2025 dataset; level of theory: ωB97M-V/def2-TZVPD.

The geometry in XYZ format:
```
19
Properties=species:S:1:pos:R:3
C -0.083 -1.076 0.193
C -1.085 -0.264 -0.695
C -0.181 0.877 -1.224
C -0.237 2.084 -0.252
C 0.971 1.138 -0.297
C 1.020 -0.144 0.602
C -0.044 -0.438 1.587
H 1.158 -2.714 -0.164
H -0.545 -3.037 0.346
H -1.934 0.126 -0.097
H -1.430 -0.862 -1.634
H -0.251 1.304 -2.257
H -0.090 3.035 -0.868
H -0.888 2.173 0.608
H 1.878 1.441 -0.752
H 2.006 -0.598 0.942
H 0.262 -1.046 2.343
H -0.590 0.443 1.884
N 0.064 -2.441 -0.264
```

Results
structure (SMILES)	N[C@]12C[C@H]3C[C@H]3[C@H]1C2
LUMO	1.127	eV
2S+1	1

Partial charges, Löwdin, in e: atom 1 (C): -0.47, atom 2 (C): -0.09, atom 3 (C): -0.24, atom 4 (C): -0.09, atom 5 (C): -0.17, atom 6 (C): -0.18, atom 7 (C): -0.05, atom 8 (H): 0.14, atom 9 (H): 0.09, atom 10 (H): 0.11, atom 11 (H): 0.13, atom 12 (H): 0.14, atom 13 (H): 0.11, atom 14 (H): 0.09, atom 15 (H): 0.11, atom 16 (H): 0.16, atom 17 (H): 0.07, atom 18 (H): 0.10, atom 19 (N): 0.05

Entry ii
C7H11N as an isolated structure. Source: the Open Molecules 2025 dataset; level of theory: ωB97M-V/def2-TZVPD.

The geometry in XYZ format:
```
19
Properties=species:S:1:pos:R:3
C 1.047 -1.956 -1.000
C 0.766 -1.357 0.393
C 0.095 -0.028 0.284
C 0.913 1.242 -0.161
N 1.531 1.159 -1.395
C -0.491 1.772 -0.151
C -1.129 0.635 0.392
C -2.349 0.494 1.226
H 1.682 -1.265 -1.541
H 1.553 -2.916 -0.908
H 0.125 -2.073 -1.568
H 1.696 -1.187 0.928
H 0.136 -2.013 1.006
H 1.541 1.499 0.711
H 1.823 2.090 -1.699
H -0.882 2.526 -0.830
H -2.239 1.050 2.155
H -3.237 0.876 0.713
H -2.579 -0.546 1.444
```

Results
LUMO	-0.726	eV
2S+1	1

Partial charges, Löwdin, in e: atom 1 (C): -0.09, atom 2 (C): -0.18, atom 3 (C): -0.08, atom 4 (C): -0.49, atom 5 (N): 0.02, atom 6 (C): 0.11, atom 7 (C): -0.19, atom 8 (C): -0.03, atom 9 (H): 0.05, atom 10 (H): 0.07, atom 11 (H): 0.08, atom 12 (H): 0.12, atom 13 (H): 0.11, atom 14 (H): 0.14, atom 15 (H): 0.01, atom 16 (H): 0.11, atom 17 (H): 0.09, atom 18 (H): 0.08, atom 19 (H): 0.08

Which one sits at the top of the stability order? entry i does.

Entry i
C7H11N as an isolated structure. Source: the Open Molecules 2025 dataset; level of theory: ωB97M-V/def2-TZVPD.

The geometry in XYZ format:
```
19
Properties=species:S:1:pos:R:3
C -0.143 -0.907 0.252
C 1.241 -1.599 -0.129
C 2.003 -0.166 -0.111
C 1.487 1.097 -0.041
C 0.033 1.638 0.030
C -1.204 1.122 -0.399
C -2.010 -0.076 0.167
H -0.038 -0.578 1.323
H -0.025 0.105 -0.351
H 1.529 -1.940 -1.052
H 1.753 -2.039 0.784
H 3.089 -0.343 -0.185
H 2.188 1.857 0.223
H 0.096 2.789 0.014
H -2.027 1.935 -0.416
H -1.761 0.012 1.449
H -3.145 0.049 -0.157
H -1.568 -1.494 -1.238
N -1.499 -1.460 -0.163
```

Results
LUMO	-0.112	eV
2S+1	1

Partial charges, Löwdin, in e: atom 1 (C): -0.32, atom 2 (C): -0.08, atom 3 (C): -0.09, atom 4 (C): -0.11, atom 5 (C): -0.11, atom 6 (C): -0.15, atom 7 (C): -0.28, atom 8 (H): 0.13, atom 9 (H): 0.02, atom 10 (H): 0.06, atom 11 (H): 0.12, atom 12 (H): 0.10, atom 13 (H): 0.08, atom 14 (H): 0.11, atom 15 (H): 0.11, atom 16 (H): 0.18, atom 17 (H): 0.13, atom 18 (H): 0.13, atom 19 (N): -0.04

Entry ii
One molecule with the formula C7H11N. Source: the Open Molecules 2025 dataset; level of theory: ωB97M-V/def2-TZVPD.

The geometry in XYZ format:
```
19
Properties=species:S:1:pos:R:3
C 0.906 -0.904 -1.414
C 1.872 -1.814 -1.662
N 2.543 -1.995 -2.847
C 0.108 -0.817 -0.113
C -0.534 0.510 0.186
C -1.389 0.792 1.221
C -1.786 2.122 1.579
C -2.149 2.333 2.908
H 0.554 -0.272 -2.127
H 2.023 -2.590 -0.850
H 3.543 -2.185 -2.917
H 2.178 -1.529 -3.603
H -0.750 -1.458 -0.002
H 0.657 -1.139 0.741
H -0.276 1.249 -0.534
H -1.446 -0.161 1.736
H -1.679 2.880 0.840
H -1.953 1.612 3.649
H -2.421 3.366 3.212
```

Results
structure (SMILES)	C=C/C=C/C/C=C/N
LUMO	1.106	eV
2S+1	1

Partial charges, Löwdin, in e: atom 1 (C): -0.10, atom 2 (C): -0.22, atom 3 (N): 0.04, atom 4 (C): -0.21, atom 5 (C): -0.10, atom 6 (C): -0.15, atom 7 (C): -0.17, atom 8 (C): 0.01, atom 9 (H): 0.06, atom 10 (H): 0.13, atom 11 (H): 0.10, atom 12 (H): 0.05, atom 13 (H): 0.10, atom 14 (H): 0.10, atom 15 (H): 0.09, atom 16 (H): 0.11, atom 17 (H): 0.09, atom 18 (H): 0.03, atom 19 (H): 0.05

Which one sits at the top of the stability order? entry ii does.